No. 1
ORCA calculation (the ωB97M-V functional and the def2-TZVPD basis) on a molecular structure, C41H40N12O2Sr.

XYZ file:
```
96
Properties=species:S:1:pos:R:3:forces:R:3
Sr -0.1573 0.4710 -1.6523 -0.66 0.01 -0.05
C -0.8991 -4.1570 -2.9486 0.05 -0.06 0.07
C -0.8470 -2.7741 -2.8489 -0.05 0.05 -0.01
N -0.0826 -2.1796 -1.9400 0.10 0.01 -0.02
C 0.6830 -2.9455 -1.1626 -0.04 -0.05 0.02
C 0.6034 -4.3337 -1.2636 0.03 -0.03 0.03
N -0.1924 -4.9348 -2.1364 -0.05 -0.01 -0.05
C 1.6213 -2.2443 -0.2375 -0.11 0.08 -0.06
C 2.5377 -2.9498 0.5256 -0.03 -0.08 0.05
C 3.4367 -2.2711 1.3405 -0.03 -0.04 -0.03
C 3.3572 -0.8850 1.3443 0.05 0.13 -0.01
C 2.3958 -0.2459 0.5760 -0.05 -0.07 0.01
N 1.5379 -0.9063 -0.2106 0.39 -0.22 0.23
C 2.3039 1.2378 0.5930 -0.03 0.08 0.04
C 2.7871 1.9790 1.6727 0.06 0.02 -0.09
N 2.7692 3.3024 1.6921 0.00 0.09 0.01
C 2.2802 3.9138 0.6190 0.01 -0.11 0.08
C 1.7523 3.1884 -0.4360 -0.07 0.01 -0.26
N 1.7375 1.8568 -0.4492 0.34 0.13 0.28
C 4.4383 -2.9894 2.1582 0.01 -0.01 0.02
C 4.9503 -4.2182 1.7611 0.06 -0.07 -0.11
C 5.8885 -4.8479 2.5650 0.03 0.04 0.08
N 6.3268 -4.3429 3.7144 -0.03 0.00 -0.03
C 5.8340 -3.1686 4.0945 0.02 -0.06 -0.03
C 4.8997 -2.4577 3.3564 -0.04 0.05 0.13
H -1.5132 -4.6473 -3.6924 -0.02 0.02 -0.03
H -1.3951 -2.1218 -3.5198 -0.01 0.00 -0.02
H 1.1857 -4.9918 -0.6325 0.01 0.02 0.01
H 2.5579 -4.0287 0.4904 0.04 0.02 0.02
H 4.0776 -0.3035 1.9010 0.00 -0.04 0.01
H 3.1923 1.4932 2.5503 -0.02 -0.03 0.03
H 2.2902 4.9954 0.6094 0.02 0.03 -0.03
H 1.3381 3.6906 -1.3036 -0.03 0.02 0.04
H 4.6705 -4.6796 0.8226 -0.03 0.03 0.01
H 6.3111 -5.7997 2.2677 0.00 -0.02 -0.01
H 6.2009 -2.7764 5.0352 0.00 0.01 0.01
H 4.5263 -1.5198 3.7480 -0.01 0.00 -0.04
C -3.6132 2.0824 -2.1906 -0.04 -0.02 -0.07
N -2.3681 1.7464 -2.8736 0.08 0.03 0.09
C -1.6430 2.9884 -3.1775 0.02 -0.09 0.06
C -2.6843 1.0189 -4.1185 0.12 -0.10 -0.09
C -1.4701 0.5134 -4.8825 0.00 0.06 -0.01
C -1.6044 0.3736 -6.2629 -0.04 -0.01 0.01
C -0.5611 -0.1418 -7.0167 0.00 0.01 0.02
C 0.6182 -0.5028 -6.3809 0.02 -0.02 0.02
C 0.7347 -0.3435 -5.0035 -0.07 0.01 -0.11
C -0.2944 0.1667 -4.1971 0.03 0.08 0.11
H -4.1976 2.8297 -2.7431 -0.01 0.01 0.02
H -3.4122 2.4619 -1.1903 0.01 0.10 0.12
H -4.2457 1.1928 -2.1083 0.01 0.01 0.00
H -2.2874 3.7189 -3.6821 0.01 0.00 -0.03
H -0.7970 2.7672 -3.8268 0.02 -0.03 0.00
H -1.2773 3.4457 -2.2500 -0.03 -0.07 -0.18
H -3.3089 1.6519 -4.7652 -0.02 0.00 -0.02
H -3.3086 0.1635 -3.8265 -0.02 0.03 0.01
H -2.5256 0.6696 -6.7548 -0.01 0.00 -0.03
H -0.6638 -0.2480 -8.0884 0.00 0.00 -0.01
H 1.4454 -0.8961 -6.9591 0.01 0.00 -0.01
H 1.6824 -0.6336 -4.5510 0.02 -0.01 0.01
O 1.3537 1.3673 6.5331 -0.01 -0.12 -0.07
N 1.1818 2.4375 5.9855 -0.04 -0.13 0.06
O 1.4808 3.5042 6.4582 0.09 0.17 0.10
C 0.5460 2.4499 4.6439 -0.04 -0.06 -0.14
C 0.3032 3.6732 4.1431 0.02 0.11 0.01
C -0.3052 3.8486 2.8651 -0.08 -0.05 -0.08
C -0.5520 5.1295 2.3428 0.05 0.02 0.05
C -1.1252 5.2378 1.1066 -0.04 -0.02 -0.05
C -1.4330 4.0590 0.4118 -0.03 0.05 0.09
N -1.2058 2.8410 0.8662 0.00 -0.02 -0.01
C -0.6559 2.7317 2.0980 0.08 -0.04 -0.08
C -0.3822 1.4051 2.6382 -0.04 0.07 -0.09
N -0.7129 0.3613 1.8546 -0.05 -0.10 0.04
C -0.4756 -0.8596 2.2849 0.07 0.06 0.01
C 0.1173 -1.1324 3.5159 -0.01 -0.02 0.00
C 0.4632 -0.0823 4.3276 -0.01 0.11 0.03
C 0.2159 1.2447 3.9090 0.05 -0.07 0.00
H 0.5851 4.5423 4.7222 -0.02 -0.02 -0.01
H -0.2822 6.0049 2.9201 -0.01 0.01 0.01
H -1.3392 6.1999 0.6632 -0.01 0.00 -0.01
H -1.8862 4.1328 -0.5704 -0.03 0.02 0.10
H -0.7491 -1.6676 1.6114 0.05 -0.01 0.01
H 0.2951 -2.1530 3.8254 0.02 0.00 0.01
H 0.9158 -0.2653 5.2854 0.03 0.01 0.05
N -5.4245 -2.8089 0.6355 -0.04 -0.03 0.01
C -4.6983 -1.4984 0.4264 0.11 0.07 -0.01
C -3.2474 -1.7440 0.0030 -0.04 -0.03 -0.03
N -2.5328 -0.5212 -0.2773 0.00 0.15 -0.22
H -6.4099 -2.6602 0.8717 0.05 -0.02 -0.01
H -5.0028 -3.3503 1.3953 -0.03 0.01 -0.05
H -5.3913 -3.3859 -0.2104 -0.02 0.02 0.06
H -4.7565 -0.9450 1.3623 -0.02 -0.02 0.00
H -5.2458 -0.9538 -0.3415 -0.03 -0.03 0.01
H -3.2335 -2.3858 -0.8859 0.00 0.01 0.01
H -2.7248 -2.2837 0.7971 -0.01 -0.03 -0.03
H -2.2742 0.0141 0.5518 0.02 -0.02 0.01
H -3.0346 0.0792 -0.9234 -0.05 -0.03 0.04
```
Positions in Å, forces in eV/Å.

Calculated values
* ΔE to the lowest compared entry with this formula, charge and spin: 46.5 kcal per mole
* Kohn-Sham gap: 0.2128 Eh
* total charge: +2
* LUMO energy: -5.68 eV
* multiplicity: 1
* highest occupied orbital energy: -11.47 eV

***

No. 2
ORCA calculation (the ωB97M-V functional and the def2-TZVPD basis) on a molecular structure, C62H39Cl4N6O5PbSTe.

XYZ file:
```
119
Properties=species:S:1:pos:R:3:forces:R:3
Pb -0.0238 -0.0279 0.1467 0.46 -0.07 -0.17
Cl 6.3009 7.1226 2.1856 -0.01 -0.02 0.00
C 5.0752 5.9212 1.8719 -0.04 -0.02 0.00
C 3.7395 6.2609 2.0091 -0.03 0.01 0.01
C 2.7698 5.3017 1.7529 0.01 0.02 0.02
C 3.1203 4.0129 1.3605 0.03 -0.04 -0.11
C 4.4690 3.6991 1.2319 0.06 -0.03 -0.01
C 5.4521 4.6465 1.4871 0.03 -0.03 0.00
C 2.0585 3.0029 1.0536 -0.09 -0.05 0.03
C 1.5864 2.9803 -0.2765 0.05 0.01 -0.05
C 2.0585 3.8475 -1.3446 0.05 -0.08 0.09
C 1.3582 3.5147 -2.4556 -0.04 -0.05 0.00
C 0.4279 2.4695 -2.0649 0.00 -0.01 -0.10
C -0.5785 1.9493 -2.8981 -0.04 0.10 0.07
C -0.4622 2.2574 -4.3552 0.04 -0.09 0.03
C -1.2518 3.2044 -4.9974 -0.02 0.01 -0.03
C -1.1259 3.4276 -6.3630 -0.04 0.03 0.03
C -0.1989 2.6954 -7.0839 0.00 -0.02 0.02
Cl -0.0295 2.9798 -8.7974 -0.02 -0.02 0.01
C 0.6029 1.7485 -6.4678 0.02 -0.06 0.03
C 0.4707 1.5367 -5.1017 0.06 0.00 -0.01
C -1.6939 1.1842 -2.5037 -0.01 -0.02 -0.03
N -1.8605 0.6055 -1.2907 -0.09 0.28 0.25
C -3.0859 0.0350 -1.2419 -0.02 0.04 -0.03
C -3.6540 -0.6034 -0.1147 0.05 -0.04 -0.03
C -4.9439 -1.3176 -0.3577 0.06 0.02 -0.05
C -4.9619 -2.4460 -1.1766 0.04 0.01 -0.02
C -6.1451 -3.1204 -1.4392 0.02 -0.02 -0.02
C -7.3230 -2.6595 -0.8752 0.03 0.02 0.01
Cl -8.8152 -3.5102 -1.1870 0.02 0.02 -0.01
C -7.3366 -1.5357 -0.0672 -0.01 0.00 0.03
C -6.1435 -0.8728 0.1899 -0.05 0.03 -0.02
C -3.1373 -0.6352 1.1895 0.00 -0.06 0.01
C -3.7543 -1.3387 2.3014 0.02 -0.02 -0.05
C -2.9635 -1.1407 3.3784 0.06 0.02 0.05
C -1.8529 -0.2986 2.9447 0.04 -0.11 -0.04
N -1.9891 -0.0482 1.6202 -0.18 0.37 0.08
C -0.7998 0.1571 3.7749 0.07 -0.07 0.00
C 0.2871 0.9737 3.3780 -0.12 0.04 -0.03
C 1.2331 1.6239 4.2774 -0.02 -0.03 0.00
C 2.0245 2.4115 3.5118 0.03 -0.03 -0.05
C 1.5701 2.2596 2.1386 0.02 0.05 0.06
N 0.5511 1.3632 2.1103 -0.18 0.18 -0.02
C -0.8521 -0.2237 5.2185 0.06 0.01 -0.08
C -1.9639 0.0598 6.0107 -0.02 0.10 0.05
C -2.0170 -0.3126 7.3459 -0.04 0.00 0.01
C -0.9371 -0.9678 7.9102 0.02 -0.02 -0.04
Cl -1.0013 -1.4526 9.5844 0.01 0.02 -0.02
C 0.1919 -1.2474 7.1599 0.02 0.02 -0.03
C 0.2245 -0.8754 5.8236 -0.02 -0.06 -0.02
C -3.7427 0.2356 -2.5181 0.03 0.00 -0.01
C -2.8796 0.9398 -3.2994 0.00 -0.06 -0.02
N 0.6186 2.1712 -0.7592 -0.25 0.03 0.19
H 3.4638 7.2629 2.3115 0.01 -0.03 -0.01
H 1.7206 5.5546 1.8554 0.04 -0.01 -0.01
H 4.7549 2.7001 0.9206 -0.02 0.04 0.01
H 6.5006 4.3985 1.3862 -0.03 0.01 -0.01
H 2.8238 4.6028 -1.2447 -0.04 -0.02 -0.03
H 1.4340 3.9519 -3.4401 0.00 -0.01 0.05
H -1.9693 3.7781 -4.4218 0.01 -0.03 -0.02
H -1.7414 4.1643 -6.8626 0.03 -0.01 0.00
H 1.3185 1.1801 -7.0485 0.01 0.05 0.02
H 1.0996 0.8095 -4.5910 -0.03 0.05 -0.02
H -4.0262 -2.7927 -1.6035 -0.05 0.00 0.04
H -6.1563 -3.9973 -2.0741 0.01 0.02 0.04
H -8.2706 -1.1823 0.3503 0.03 -0.02 0.00
H -6.1469 0.0152 0.8119 0.02 -0.05 -0.01
H -4.6500 -1.9387 2.2475 0.03 0.05 0.02
H -3.1026 -1.5500 4.3667 0.00 0.02 -0.05
H 1.2671 1.5162 5.3507 -0.02 0.02 -0.05
H 2.8418 3.0398 3.8351 -0.10 0.02 0.02
H -2.7992 0.5977 5.5786 0.02 -0.04 -0.01
H -2.8894 -0.0936 7.9477 0.02 0.01 -0.01
H 1.0326 -1.7556 7.6134 -0.03 0.00 -0.01
H 1.1021 -1.1066 5.2308 -0.04 0.00 0.01
H -4.7372 -0.0966 -2.7798 0.05 0.03 0.03
H -3.0474 1.2827 -4.3105 0.01 -0.04 0.08
C 3.0598 -1.7838 2.6057 -0.02 -0.01 -0.14
C 3.4259 -1.5236 1.1820 0.00 0.04 -0.03
N 2.5709 -1.2547 0.2235 0.33 0.09 -0.11
C 3.3094 -1.0962 -0.9288 -0.24 -0.08 -0.13
C 4.6392 -1.2828 -0.6446 0.08 0.00 -0.03
N 4.6897 -1.5536 0.6988 -0.01 0.00 0.07
C 5.9133 -1.2546 -1.4064 0.08 -0.03 0.10
O 5.8290 -1.0080 -2.6837 -0.08 0.02 -0.07
O 6.9622 -1.4602 -0.8191 -0.10 0.00 -0.01
C 2.6577 -0.7837 -2.2584 -0.14 0.21 0.07
O 3.4286 -0.6361 -3.2582 -0.16 -0.15 0.26
O 1.4140 -0.6740 -2.2843 0.46 0.00 -0.05
H 2.1625 -1.2116 2.8463 0.05 0.02 0.02
H 3.8642 -1.4951 3.2828 -0.03 0.01 0.01
H 2.8366 -2.8427 2.7583 0.03 0.02 0.00
H 5.5513 -1.7380 1.1861 0.04 0.01 -0.01
H 4.8265 -0.8507 -2.9590 0.04 0.03 -0.04
Te -0.5483 -3.3251 -0.1502 -0.19 -0.59 -0.10
O -1.5406 -2.9190 -2.0244 -0.09 -0.04 -0.18
S -0.8235 -2.1494 -3.1667 -0.07 -0.20 -0.20
C -2.0245 -2.3286 -4.4893 -0.15 0.11 0.16
C -2.9800 -3.3302 -4.4477 -0.01 -0.06 0.02
C -3.9615 -3.3608 -5.4276 0.03 0.04 0.00
C -3.9842 -2.3935 -6.4265 -0.01 -0.05 0.07
C -3.0175 -1.3980 -6.4565 0.04 -0.06 -0.06
C -2.0267 -1.3655 -5.4869 0.15 0.06 0.07
C 0.3887 -3.3017 -3.8023 0.05 0.06 0.07
C 1.4084 -2.7990 -4.5932 0.00 0.21 0.03
C 2.3901 -3.6637 -5.0493 0.01 -0.12 -0.05
C 2.3337 -5.0122 -4.7209 -0.01 0.04 0.04
C 1.2952 -5.5007 -3.9365 -0.01 0.01 -0.10
C 0.3116 -4.6429 -3.4688 -0.04 -0.09 0.04
H -2.9565 -4.0666 -3.6534 -0.03 0.06 0.00
H -4.7180 -4.1342 -5.4003 0.00 0.00 -0.02
H -4.7619 -2.4163 -7.1795 0.00 0.02 0.01
H -3.0437 -0.6352 -7.2243 0.04 -0.02 -0.01
H -1.2675 -0.5881 -5.4943 -0.12 0.01 0.03
H 1.4608 -1.7398 -4.8200 0.06 -0.05 0.14
H 3.2125 -3.2783 -5.6378 -0.03 0.01 0.01
H 3.1136 -5.6815 -5.0634 -0.03 0.01 0.01
H 1.2505 -6.5522 -3.6837 0.02 0.02 0.03
H -0.4855 -5.0049 -2.8317 0.04 0.03 0.01
```
Positions in Å, forces in eV/Å.

Calculated values
* ΔE to the lowest compared entry with this formula, charge and spin: 2.9 kcal per mole
* Kohn-Sham gap: 0.1913 Eh
* total charge: -1
* LUMO energy: 0.96 eV
* multiplicity: 1
* highest occupied orbital energy: -4.24 eV

***

No. 3
ORCA calculation (the ωB97M-V functional and the def2-TZVPD basis) on C3H8N2OS in the gas phase.

XYZ file:
```
15
Properties=species:S:1:pos:R:3:forces:R:3
C -1.9078 -1.7199 0.0876 -0.07 -0.20 -0.79
C -0.2838 0.1641 -0.0283 0.63 0.87 0.17
C 2.4970 0.1403 0.0026 0.60 1.13 -0.87
H -1.2972 -2.1265 0.8728 0.45 -0.26 0.27
H -2.9282 -1.8079 0.4538 -0.12 0.17 -0.22
H -1.7827 -2.3252 -0.8335 -0.15 0.11 0.53
H -2.2452 0.3569 -0.3740 0.00 -0.21 0.17
H 2.5016 0.8090 -0.8997 0.08 -0.65 0.94
H 3.3902 -0.4793 0.0393 -0.01 -0.18 -0.29
H 2.5177 0.7219 0.9044 -0.17 0.50 0.31
H -0.6380 3.0901 -0.0497 -0.44 0.24 0.04
N -1.5530 -0.3418 -0.1456 0.64 0.62 0.13
N 0.0259 1.4207 0.0548 0.44 -1.60 -0.16
O -1.0977 2.2521 0.0506 -0.28 0.21 -0.13
S 1.1326 -0.9572 -0.0159 -1.61 -0.77 -0.08
```
Positions in Å, forces in eV/Å.

Calculated values
* ΔE to the lowest compared entry with this formula, charge and spin: 60.4 kcal per mole
* Kohn-Sham gap: 0.3280 Eh
* LUMO energy: 0.89 eV
* multiplicity: 1
* highest occupied orbital energy: -8.03 eV

***

No. 4
ORCA calculation (the ωB97M-V functional and the def2-TZVPD basis) on 2 unconnected molecules or ions with the total composition CH4NOP.

XYZ file:
```
8
Properties=species:S:1:pos:R:3:forces:R:3
C 0.2439 -1.3190 -0.0874 -3.19 -0.72 -1.81
N 1.3167 -0.8816 -0.1136 -2.43 -2.14 0.66
O 2.3677 -0.9130 0.3073 7.14 1.87 1.18
P -1.3942 1.2280 -0.2510 0.24 -0.46 0.69
H -0.5341 -1.4295 -0.7852 -0.59 -0.34 -0.38
H -0.9568 0.0177 0.4302 -1.06 0.98 -0.27
H -0.0331 1.4490 -0.4228 0.63 0.01 -1.08
H -1.0101 1.8484 0.9226 -0.74 0.80 1.01
```
Positions in Å, forces in eV/Å.

Calculated values
* ΔE to the lowest compared entry with this formula, charge and spin: 137.7 kcal per mole
* Kohn-Sham gap: 0.3503 Eh
* LUMO energy: 0.05 eV
* multiplicity: 1
* highest occupied orbital energy: -9.49 eV

***

No. 5
ORCA calculation (the ωB97M-V functional and the def2-TZVPD basis) on C5H11NO in the gas phase.

XYZ file:
```
18
Properties=species:S:1:pos:R:3:forces:R:3
C 0.0279 0.2377 -1.8388 3.95 2.16 1.33
N 0.0992 0.0176 -0.3322 -5.55 1.07 0.20
C 0.9615 -0.7944 0.4883 0.67 -0.91 0.92
C 0.1949 -1.2080 1.8872 2.89 -2.16 -0.95
C 0.0500 -0.0649 2.7639 -1.87 4.56 0.82
O -1.0347 0.4749 3.0743 2.62 -1.94 -0.54
C -0.8972 1.4143 -2.2975 -3.45 -1.06 -1.60
H 1.0926 0.6630 -1.9644 -1.34 -0.96 -0.77
H -0.0560 -0.7333 -2.2264 -0.34 -0.99 -1.54
H -0.9559 -0.2507 -0.1708 2.75 0.53 0.47
H 1.9534 -0.2750 0.7919 -1.57 -0.66 -0.73
H 1.2043 -1.7784 0.0149 0.15 0.54 0.31
H -0.7897 -1.6223 1.6144 0.53 -0.22 0.42
H 0.9844 -1.9905 2.4683 -2.36 1.79 -1.70
H 0.9965 0.5746 2.9954 -0.96 -1.34 -0.08
H -0.8059 2.0757 -3.2015 1.74 -0.89 0.77
H -2.0488 1.2422 -2.6182 2.21 -0.84 1.41
H -0.9766 2.0176 -1.4489 -0.06 1.32 1.26
```
Positions in Å, forces in eV/Å.

Calculated values
* ΔE to the lowest compared entry with this formula, charge and spin: 90.0 kcal per mole
* Kohn-Sham gap: 0.3568 Eh
* LUMO energy: 0.84 eV
* multiplicity: 1
* highest occupied orbital energy: -8.87 eV

***

Calculated max |F| (hartree/bohr), listed in the same order as above: 0.013, 0.012, 0.035, 0.145, 0.110